(1)
Computed, not measured: a molecular structure, C25H27IN6O3PdS3, with ωB97M-V/def2-TZVPD.

Atoms and positions in Å:
Pd -0.18 0.32 0.21
C 5.81 -2.11 -0.91
C 4.50 -2.88 -0.89
N 3.53 -2.34 0.06
C 3.40 -3.02 1.35
C 4.40 -2.55 2.40
C 2.82 -1.24 -0.28
S 1.86 -0.53 1.02
N 3.04 -0.75 -1.47
C 2.21 -0.05 -2.26
O 0.98 0.00 -2.19
C 2.91 0.69 -3.37
C 4.26 0.48 -3.65
C 4.88 1.19 -4.67
C 4.16 2.12 -5.41
C 2.81 2.33 -5.13
C 2.19 1.60 -4.13
H 6.49 -2.54 -1.65
H 6.31 -2.14 0.06
H 5.63 -1.07 -1.17
H 4.68 -3.92 -0.60
H 4.05 -2.89 -1.88
H 3.53 -4.09 1.16
H 2.39 -2.89 1.72
H 5.43 -2.74 2.08
H 4.23 -3.09 3.33
H 4.28 -1.49 2.58
H 4.81 -0.25 -3.07
H 5.93 1.02 -4.88
H 4.64 2.68 -6.20
H 2.24 3.04 -5.71
H 1.14 1.73 -3.93
O -0.61 -3.74 1.71
C -1.89 -3.64 2.13
C -2.42 -4.75 2.79
C -3.73 -4.73 3.25
C -4.53 -3.61 3.06
C -4.00 -2.51 2.42
C -2.68 -2.50 1.94
C -2.14 -1.29 1.29
O -1.02 -1.43 0.63
N -2.80 -0.18 1.38
N -2.16 0.86 0.70
C -2.92 1.89 0.58
S -4.55 1.89 1.23
C -4.83 3.65 0.88
C -4.07 4.02 -0.37
S -2.39 3.37 -0.20
H -0.40 -2.92 1.22
H -1.79 -5.62 2.92
H -4.12 -5.60 3.75
H -5.55 -3.59 3.42
H -4.59 -1.62 2.26
H -4.49 4.24 1.73
H -5.90 3.79 0.75
H -4.00 5.10 -0.50
H -4.53 3.58 -1.26
I 1.79 5.52 -2.40
C 1.52 3.97 -1.08
C 2.19 3.74 0.10
N 1.70 2.60 0.61
N 0.76 2.08 -0.18
C 0.64 2.89 -1.22
H 2.98 4.29 0.59
H 2.00 2.08 1.42
H -0.05 2.66 -2.01

LUMO energy ... -0.137 eV
Spin multiplicity ... 1
HOMO level ... -7.9 eV
ΔE to the lowest compared entry with this formula, charge and spin ... 5.1 kcal/mol
Frontier orbital gap ... 7.77 eV

Mulliken atomic charge list, values in e, 2 entries: Pd 0.300; C -0.983

=====

(2)
Computed, not measured: 2 unconnected molecules or ions with the total composition C2H8, with ωB97M-V/def2-TZVPD.

Atoms and positions in Å:
C -11.30 -1.46 -6.69
H -11.15 -0.80 -5.83
H -10.47 -2.19 -6.74
H -11.32 -0.87 -7.62
H -12.25 -2.00 -6.58
C -11.59 1.20 -4.08
H -12.28 0.50 -4.57
H -10.59 0.73 -4.00
H -11.96 1.44 -3.07
H -11.51 2.12 -4.67

LUMO energy ... 1.131 eV
SMILES string ... C.C
Spin multiplicity ... 1
HOMO level ... -12.9 eV
ΔE to the lowest compared entry with this formula, charge and spin ... 0.6 kcal/mol
Frontier orbital gap ... 14.00 eV

Mulliken atomic charge list, values in e, 2 entries: C -0.623; H -0.066

=====

(3)
Computed, not measured: a molecular structure, C8H23AgClNO5, with ωB97M-V/def2-TZVPD.

Atoms and positions in Å:
Ag -4.94 -12.06 -4.72
Cl -7.53 -12.17 -5.26
C -10.11 -15.06 -6.67
C -10.80 -13.87 -7.38
C -12.09 -13.39 -6.55
O -13.18 -12.74 -7.27
C -13.59 -13.42 -8.50
N -9.84 -12.79 -7.40
H -9.09 -15.14 -7.04
H -10.58 -16.01 -6.93
H -10.02 -14.86 -5.60
H -11.09 -14.16 -8.39
H -11.84 -12.74 -5.71
H -12.57 -14.25 -6.09
H -14.58 -13.10 -8.82
H -13.56 -14.51 -8.55
H -12.96 -13.15 -9.34
H -9.60 -12.43 -6.49
H -8.94 -13.19 -7.63
C -10.88 -12.08 -1.14
C -10.49 -11.61 -2.57
O -10.12 -12.75 -3.42
O -9.91 -12.88 -0.50
H -11.80 -12.67 -1.21
H -11.38 -11.39 -0.46
H -9.59 -11.01 -2.47
H -11.29 -10.99 -2.99
H -9.53 -12.45 -4.12
H -9.52 -13.46 -1.16
C -10.72 -9.53 -6.02
C -11.80 -9.32 -7.11
O -11.57 -8.08 -7.78
O -9.39 -9.53 -6.55
H -10.83 -10.46 -5.47
H -10.68 -8.67 -5.35
H -12.70 -9.15 -6.52
H -11.92 -10.08 -7.88
H -12.34 -7.83 -8.30
H -8.86 -10.13 -6.01

LUMO energy (spin up / spin down) ... -5.151 / -7.928 eV
Total charge ... +1
Spin multiplicity ... 2
HOMO level (spin up / spin down) ... -12.1 / -12.1 eV
ΔE to the lowest compared entry with this formula, charge and spin ... 38.6 kcal/mol
Frontier orbital gap (spin up / spin down) ... 6.96 / 4.18 eV

Mulliken atomic charge list, values in e, 2 entries: Ag 0.650; Cl -0.551

=====

(4)
Computed, not measured: a gas-phase ion, C9H11N2O (charge +1), with ωB97M-V/def2-TZVPD.

Atoms and positions in Å:
C 3.24 1.23 -0.34
C 3.20 -0.14 -0.08
C 2.09 2.01 -0.20
C 1.92 -0.65 0.10
C 0.91 1.36 0.03
C -1.57 1.36 0.14
C -1.65 -0.16 0.03
C -1.64 -0.65 -1.40
C -2.13 -0.95 1.15
N 0.81 0.00 0.25
N -0.32 1.93 0.08
O -2.56 2.02 0.27
H 4.13 1.82 -0.39
H 3.93 -0.87 -0.30
H 2.20 3.05 -0.46
H 1.67 -1.74 0.12
H -0.94 -1.60 -1.38
H -1.28 0.01 -2.11
H -2.63 -1.07 -1.72
H -3.11 -0.48 1.37
H -1.52 -0.98 2.09
H -2.33 -2.00 0.91
H -0.44 2.97 -0.07

LUMO energy ... -5.738 eV
Total charge ... +1
Spin multiplicity ... 1
HOMO level ... -12.9 eV
ΔE to the lowest compared entry with this formula, charge and spin ... 36.4 kcal/mol
Frontier orbital gap ... 7.12 eV

Mulliken atomic charge list, values in e, 2 entries: C -0.324; C -0.792

=====

(5)
Computed, not measured: a molecular structure, C14H29CaP2, with ωB97M-V/def2-TZVPD.

Atoms and positions in Å:
C 0.51 -0.18 -4.62
C -0.57 -1.03 -5.00
C -0.31 -2.33 -4.49
C 0.96 -2.31 -3.85
C 1.48 -0.99 -3.92
Ca 1.13 1.43 -1.53
P -0.29 3.65 -2.04
H 0.64 0.88 -4.89
H -1.45 -0.72 -5.57
H -0.93 -3.21 -4.64
H 2.48 -0.66 -3.62
H 1.45 -3.17 -3.37
H -1.40 4.01 -1.20
H -0.84 4.06 -3.32
H 0.57 4.77 -1.79
C -2.23 1.88 1.79
C -0.78 1.45 2.05
C -0.70 0.98 3.51
P -0.11 0.38 0.70
C 1.77 0.22 0.88
C 2.31 0.31 2.31
C 2.19 -1.04 0.10
C -0.75 -1.32 1.08
C -0.38 -1.88 2.44
C -2.26 -1.48 0.84
H -2.95 1.07 2.01
H -2.40 2.22 0.76
H -2.47 2.71 2.47
H -0.14 2.35 1.96
H -1.57 0.36 3.79
H 0.22 0.45 3.77
H -0.73 1.87 4.14
H 2.21 1.14 0.40
H 2.06 -0.56 2.94
H 3.41 0.37 2.28
H 1.98 1.23 2.82
H 1.68 -1.21 -0.87
H 3.26 -1.01 -0.12
H 2.00 -1.94 0.71
H -0.25 -1.94 0.31
H -1.06 -1.53 3.22
H -0.48 -2.97 2.42
H 0.65 -1.68 2.76
H -2.58 -1.12 -0.15
H -2.50 -2.55 0.90
H -2.85 -0.97 1.61

LUMO energy (spin up / spin down) ... 2.657 / 2.644 eV
Total charge ... -1
Spin multiplicity ... 1
HOMO level (spin up / spin down) ... -0.6 / -0.8 eV
Frontier orbital gap (spin up / spin down) ... 3.29 / 3.47 eV

Mulliken atomic charge list, values in e, 2 entries: C -0.596; C -0.649

=====

(6)
Computed, not measured: 2 unconnected molecules or ions with the total composition C5H10O2, with ωB97M-V/def2-TZVPD.

Atoms and positions in Å:
C 2.38 0.03 -0.08
C 1.16 0.49 -0.43
C 0.01 0.01 0.33
O -0.58 0.87 1.27
C -0.55 -1.19 0.24
C 0.17 -2.43 -0.24
H 2.51 -0.96 0.34
H 3.22 0.70 0.11
H 1.09 1.53 -0.76
H -0.02 0.94 2.04
H -1.54 -1.40 0.66
H 1.00 -2.31 -0.93
H 0.56 -2.96 0.63
H -0.48 -3.19 -0.68
O -1.97 1.91 -1.05
H -2.12 1.20 -0.42
H -2.72 2.49 -1.08

LUMO energy ... 0.854 eV
SMILES string ... C=C/C(O)=C\C.O
Spin multiplicity ... 1
HOMO level ... -8.4 eV
ΔE to the lowest compared entry with this formula, charge and spin ... 80.9 kcal/mol
Frontier orbital gap ... 9.23 eV

Mulliken atomic charge list, values in e, 2 entries: C -0.590; C -0.509

=====

(7)
Computed, not measured: a single ClH2NP2 molecule, with ωB97M-V/def2-TZVPD.

Atoms and positions in Å:
P -1.49 0.02 -0.12
N -0.15 -1.00 -0.03
P 1.30 -1.15 0.48
Cl 2.39 0.65 0.80
H -1.14 0.29 -1.36
H -0.91 1.19 0.24

LUMO energy ... -0.797 eV
SMILES string ... P/N=P\Cl
Spin multiplicity ... 1
HOMO level ... -9.6 eV
ΔE to the lowest compared entry with this formula, charge and spin ... 4.3 kcal/mol
Frontier orbital gap ... 8.82 eV

Mulliken atomic charge list, values in e, 2 entries: P 0.043; N -0.161

=====

(8)
Computed, not measured: a molecular structure, C23H29N11O9OsP2S2, with ωB97M-V/def2-TZVPD.

Atoms and positions in Å:
Os -1.02 -0.34 -1.14
C -0.82 -0.25 -6.44
C -1.39 -1.28 -5.55
N -2.02 -2.35 -5.91
N -2.39 -2.95 -4.74
C -2.01 -2.28 -3.65
S -2.31 -2.61 -2.03
N -1.34 -1.21 -4.17
N -0.82 -0.17 -3.38
H -0.96 -0.56 -7.47
H 0.25 -0.12 -6.26
H -1.31 0.71 -6.28
H -2.93 -3.80 -4.76
H -1.37 0.70 -3.59
H 0.15 -0.01 -3.64
N -3.01 3.30 0.05
C -2.33 3.30 -1.30
C -2.57 4.63 -2.00
P -0.52 2.97 -0.91
O 0.27 4.24 -1.46
O -0.48 2.93 0.57
O -0.11 1.77 -1.75
P -3.02 1.91 -2.26
O -4.57 2.23 -2.13
O -2.52 1.85 -3.66
O -2.75 0.68 -1.38
H -3.74 4.00 0.11
H -2.24 3.47 0.74
H -3.39 2.37 0.31
H -2.16 5.46 -1.43
H -3.64 4.80 -2.16
H -2.09 4.62 -2.98
H 0.67 4.11 -2.32
H -5.13 1.92 -2.85
C 0.11 -3.10 0.77
C 1.06 -2.32 -0.07
N 0.77 -1.38 -0.94
C 1.95 -0.91 -1.48
C 2.98 -1.60 -0.94
N 2.41 -2.50 -0.05
C 3.14 -3.29 0.88
N 3.39 -2.54 2.11
N 2.44 -2.62 3.16
N 2.79 -1.87 4.09
C 3.98 -1.23 3.73
C 4.75 -0.34 4.41
C 5.93 0.12 3.75
C 6.30 -0.33 2.47
C 5.53 -1.23 1.78
C 4.34 -1.69 2.44
H -0.90 -2.71 0.66
H 0.38 -3.05 1.83
H 0.11 -4.15 0.46
H 1.97 -0.09 -2.18
H 4.04 -1.56 -1.12
H 4.09 -3.60 0.45
H 2.57 -4.18 1.17
H 4.49 0.00 5.40
H 6.56 0.83 4.26
H 7.21 0.05 2.02
H 5.81 -1.59 0.80
O 0.98 -0.01 1.53
C -0.21 0.01 1.78
N -1.23 -0.20 0.86
S -2.73 -0.28 1.59
O -3.25 -1.60 1.38
O -3.56 0.84 1.26
C -2.12 -0.02 3.21
C -2.84 0.06 4.38
C -2.14 0.41 5.53
C -0.78 0.68 5.48
C -0.07 0.59 4.29
C -0.76 0.22 3.15
H -3.91 -0.13 4.41
H -2.67 0.48 6.48
H -0.27 0.97 6.39
H 0.98 0.82 4.24

LUMO energy (spin up / spin down) ... -6.032 / -8.569 eV
Total charge ... +2
Spin multiplicity ... 5
HOMO level (spin up / spin down) ... -12.7 / -12.7 eV
ΔE to the lowest compared entry with this formula, charge and spin ... 0.0 kcal/mol
Frontier orbital gap (spin up / spin down) ... 6.70 / 4.16 eV

Mulliken atomic charge list, values in e, 2 entries: Os 1.916; C -1.192

=====

(9)
Computed, not measured: a molecular structure, C4H10N, with ωB97M-V/def2-TZVPD.

Atoms and positions in Å:
C 1.64 0.58 -1.30
C -2.01 0.13 -0.42
C 1.17 -0.89 0.98
C -0.74 0.59 0.39
N 0.54 0.15 0.26
H 1.46 1.53 -1.80
H 2.30 -0.26 -1.35
H -2.86 0.78 -0.25
H -1.73 -0.05 -1.50
H -2.26 -0.99 -0.09
H 0.90 -1.97 0.57
H 0.94 -0.71 2.04
H 2.24 -0.76 0.88
H -1.01 0.27 1.46
H -0.59 1.61 0.13

LUMO energy (spin up / spin down) ... -6.764 / -5.530 eV
Total charge ... +1
Spin multiplicity ... 1
HOMO level (spin up / spin down) ... -15.2 / -15.2 eV
ΔE to the lowest compared entry with this formula, charge and spin ... 154.4 kcal/mol
Frontier orbital gap (spin up / spin down) ... 8.41 / 9.71 eV

Mulliken atomic charge list, values in e, 2 entries: C -0.358; C -1.010

=====

(10)
Computed, not measured: a molecular structure, C4H16BClCoN4O12, with ωB97M-V/def2-TZVPD.

Atoms and positions in Å:
Co 0.38 -1.02 -3.22
Cl -1.42 -0.67 -0.29
O -2.18 0.40 -0.93
O -2.35 -1.80 -0.10
O -0.39 -1.10 -1.13
O -0.88 -0.24 1.00
B 0.66 1.26 -3.11
H 1.44 0.59 -3.43
H -0.27 0.72 -3.14
H 0.79 1.50 -2.07
H 0.57 2.12 -3.77
C 2.05 -3.11 1.11
N 1.55 -4.45 0.70
O 0.73 -4.44 -0.17
O 1.93 -5.41 1.38
H 1.64 -2.29 0.51
H 3.10 -3.20 0.83
H 1.91 -3.03 2.19
C -3.16 2.92 -3.14
N -2.32 4.10 -2.74
O -3.00 5.12 -2.52
O -1.13 3.96 -2.56
H -3.67 3.04 -4.09
H -4.02 2.88 -2.46
H -2.57 2.01 -3.04
C 2.46 1.70 1.59
N 3.03 2.41 0.41
O 4.19 2.75 0.52
O 2.32 2.70 -0.53
H 2.55 2.36 2.46
H 3.03 0.79 1.74
H 1.42 1.49 1.34
C -1.28 -2.51 3.47
N -1.02 -1.33 4.27
O 0.10 -0.82 4.16
O -1.86 -0.93 5.06
H -0.41 -2.93 2.97
H -2.04 -2.32 2.70
H -1.89 -3.21 4.04

LUMO energy (spin up / spin down) ... -3.925 / -4.199 eV
Spin multiplicity ... 4
HOMO level (spin up / spin down) ... -10.6 / -10.5 eV
ΔE to the lowest compared entry with this formula, charge and spin ... 124.6 kcal/mol
Frontier orbital gap (spin up / spin down) ... 6.63 / 6.35 eV

Mulliken atomic charge list, values in e, 2 entries: Co 0.708; Cl 1.564

=====

(11)
Computed, not measured: a molecular structure, C27H48ClN5OPRh, with ωB97M-V/def2-TZVPD.

Atoms and positions in Å:
Rh 0.01 -0.18 0.79
C -2.59 1.58 0.23
O -1.77 0.65 -0.33
H -2.07 2.43 0.73
H -3.26 1.16 1.01
H -3.27 2.05 -0.52
N 1.39 1.12 -0.21
P 1.53 2.64 -0.23
N 2.82 3.22 -1.25
C 2.74 2.70 -2.61
C 3.44 1.35 -2.76
C 4.89 1.43 -2.28
C 4.93 1.98 -0.86
C 4.19 3.32 -0.81
N 0.28 3.60 -0.84
C -0.78 2.95 -1.63
C -1.92 3.93 -1.82
C -1.49 5.13 -2.67
C 0.01 5.42 -2.46
C 0.44 5.03 -1.05
N 1.90 3.48 1.24
C 2.88 2.85 2.13
C 2.29 1.88 3.15
C 1.17 2.52 3.95
C 0.15 3.09 2.97
C 0.82 4.08 2.02
H 3.19 3.44 -3.29
H 1.69 2.59 -2.88
H 3.39 1.01 -3.80
H 2.88 0.64 -2.13
H 5.45 2.11 -2.94
H 5.38 0.45 -2.34
H 5.96 2.09 -0.50
H 4.41 1.27 -0.20
H 4.71 4.02 -1.49
H 4.22 3.77 0.18
H -1.11 2.04 -1.12
H -0.40 2.65 -2.62
H -2.26 4.26 -0.83
H -2.77 3.42 -2.27
H -2.08 6.02 -2.41
H -1.68 4.93 -3.73
H 0.24 6.48 -2.64
H 0.61 4.84 -3.18
H -0.17 5.60 -0.34
H 1.48 5.29 -0.87
H 3.42 3.66 2.65
H 3.60 2.31 1.52
H 3.10 1.54 3.81
H 1.91 1.00 2.62
H 1.57 3.34 4.56
H 0.71 1.79 4.62
H -0.68 3.57 3.50
H -0.28 2.27 2.38
H 1.25 4.90 2.62
H 0.08 4.51 1.35
Cl 2.84 -2.14 -1.67
C 1.62 -3.27 -1.15
C 1.99 -4.60 -1.05
C 1.08 -5.56 -0.63
C -0.22 -5.15 -0.33
C -0.57 -3.83 -0.44
C 0.33 -2.80 -0.84
C -0.13 -1.43 -0.90
H 3.02 -4.87 -1.29
H 1.38 -6.60 -0.54
H -0.96 -5.88 -0.01
H -1.58 -3.51 -0.19
H -1.21 -1.42 -1.06
H 0.39 -0.83 -1.65
C -0.18 -3.15 3.28
C 0.88 -2.07 3.05
C 1.37 -1.55 4.41
C 2.06 -2.64 2.27
N 0.28 -0.95 2.35
H 0.21 -3.98 3.88
H -0.54 -3.54 2.33
H -1.04 -2.71 3.81
H 1.77 -2.36 5.04
H 0.55 -1.07 4.94
H 2.16 -0.81 4.27
H 2.56 -3.45 2.82
H 2.78 -1.85 2.06
H 1.72 -3.04 1.31

LUMO energy ... 4.956 eV
Total charge ... -2
Spin multiplicity ... 1
HOMO level ... 0.2 eV
ΔE to the lowest compared entry with this formula, charge and spin ... 1.0 kcal/mol
Frontier orbital gap ... 4.79 eV

Mulliken atomic charge list, values in e, 2 entries: Rh 0.735; C -0.783

=====

(12)
Computed, not measured: a single C6H5FS molecule, with ωB97M-V/def2-TZVPD.

Atoms and positions in Å:
F 1.74 -2.12 0.84
C 0.44 -1.89 1.02
S -0.53 -2.72 1.97
C -0.05 -0.59 0.24
C 0.00 0.76 0.84
C -0.04 1.73 -0.08
C -0.17 1.12 -1.42
C -0.08 -0.21 -1.25
H -1.22 -0.66 0.37
H 0.00 1.03 1.90
H -0.01 2.71 0.12
H -0.09 1.68 -2.45
H 0.01 -0.82 -2.11

LUMO energy ... -0.289 eV
SMILES string ... FC(=S)C1C=CC=C1
Spin multiplicity ... 1
HOMO level ... -9.0 eV
ΔE to the lowest compared entry with this formula, charge and spin ... 62.4 kcal/mol
Frontier orbital gap ... 8.73 eV

Mulliken atomic charge list, values in e, 2 entries: F -0.192; C 0.341

=====

For the records above, the corresponding max |F| values read 0.0128; 0.0103; 0.0681; 0.0865; 0.0256; 0.0632; 0.0648; 0.0612; 0.1382; 0.1687; 0.0147; 0.0856 Eh/bohr.